[1]
The following is a DFT calculation (ωB97M-V/def2-TZVPD) of a gas-phase ion, C9H16BrFN5O (charge +1).

Last column: natural (NBO) charge in e.
Geometry (Å):
C: -2.5316 -2.4967 -0.3695  -0.735
C: -2.3776 -0.9991 -0.3112  0.733
O: -1.6124 -0.3932 -1.0346  -0.616
N: -3.1873 -0.3298 0.6640  -0.669
C: -2.4352 -0.1343 1.9134  -0.216
C: -1.2453 0.8354 1.7578  -0.431
C: 0.1063 0.1107 1.7739  -0.411
C: 1.1753 0.9609 1.0862  -0.228
N: 2.1249 0.1076 0.3386  0.082
N: 2.6644 -0.9487 0.8447  0.067
N: 3.5052 -1.4437 -0.0201  -0.227
C: 3.4761 -0.6692 -1.1050  0.246
Br: 4.4547 -1.0229 -2.6058  0.288
N: 2.5961 0.3227 -0.8952  -0.168
C: 2.1041 1.4671 -1.7433  0.381
C: 0.7594 1.1640 -2.3538  -0.675
F: 3.0536 1.6165 -2.6935  -0.310
H: -3.3301 -2.8521 0.2737  0.246
H: -1.5888 -2.9742 -0.0915  0.238
H: -2.7348 -2.7744 -1.4046  0.260
H: -3.4787 0.5626 0.2754  0.378
H: -2.0676 -1.1200 2.2186  0.199
H: -3.1220 0.1881 2.6941  0.226
H: -1.2751 1.6052 2.5319  0.226
H: -1.3566 1.3205 0.7864  0.211
H: 0.4059 -0.1340 2.7924  0.239
H: 0.0154 -0.8246 1.2179  0.222
H: 0.7164 1.6260 0.3609  0.227
H: 1.7737 1.5583 1.7752  0.249
H: 2.1243 2.3492 -1.1029  0.196
H: 0.6504 1.8257 -3.2143  0.266
H: 0.6968 0.1317 -2.6941  0.249
H: -0.0601 1.3646 -1.6657  0.254

Calculated values
Charge = +1
Structure (SMILES) = CC(=O)NCCCCn1nnc(Br)[n+]1[C@H](C)F
DFT total energy = -3375.12432 Ha

***

[2]
The following is a DFT calculation (ωB97M-V/def2-TZVPD) of a molecular structure, C9H16Cl4CrNO6 at a distorted geometry.

Last column: Löwdin spin population.
Geometry (Å):
Cr: 1.3187 0.7916 -1.2353  3.974
Cl: 1.0310 -0.8394 0.6729  -0.062
C: 1.6562 -0.9841 4.2089  -0.001
C: 2.6399 -0.4783 5.1620  0.000
N: 3.4785 -0.0642 5.8910  0.000
H: 1.5604 -0.2752 3.3864  -0.001
H: 0.6819 -0.9765 4.6975  0.000
H: 1.8783 -1.9710 3.8030  0.000
C: -0.0555 -0.6291 -4.7627  0.001
O: -1.1382 -1.0153 -3.9978  0.004
C: -1.1952 -0.7841 -2.6932  0.007
O: -0.4014 -0.1005 -2.0180  0.028
O: -2.3459 -1.4305 -2.2304  0.002
C: -2.5873 -1.4035 -0.8518  0.001
H: -0.1632 -0.8081 -5.8325  0.000
H: 0.8675 -1.1377 -4.4841  0.001
H: -0.0159 0.4479 -4.5999  0.000
H: -3.2395 -2.2584 -0.6737  0.000
H: -3.0835 -0.4756 -0.5672  0.000
H: -1.6896 -1.5800 -0.2592  0.000
C: 0.3985 5.1662 -0.5304  0.000
O: -0.5980 4.5594 0.2389  0.003
C: -0.6323 3.1828 0.3659  0.006
O: 0.1758 2.4049 -0.1851  0.033
O: -1.4890 2.8199 1.3358  0.002
C: -1.4307 1.5171 1.9381  0.000
H: 1.3335 4.8814 -0.0479  0.000
H: 0.2862 6.2409 -0.3879  0.000
H: 0.5068 4.8567 -1.5700  0.000
H: -1.7332 0.7776 1.1967  0.000
H: -2.0720 1.3157 2.7962  0.000
H: -0.3983 1.2545 2.1691  0.000
C: 1.3521 -4.5173 -0.1890  0.000
Cl: -0.1397 -4.2392 -1.0734  0.000
Cl: 2.4174 -5.5693 -1.0048  0.000
Cl: 1.0336 -5.1569 1.4536  0.000
H: 1.7919 -3.5222 -0.1218  0.000

Calculated values
Charge = +1
Multiplicity = 5
DFT total energy = -3743.68365 Ha

***

[3]
The following is a DFT calculation (ωB97M-V/def2-TZVPD) of 2 unconnected molecules or ions with the total composition C9H16ClFN2O7P at a distorted geometry.

Last column: natural (NBO) charge in e.
Geometry (Å):
C: 0.5495 -0.3244 1.7583  -0.464
N: 0.8594 -1.3769 0.7167  -0.749
C: 0.8745 -0.8260 -0.6930  -0.176
C: 1.7418 -1.7798 -1.7056  -0.467
C: 1.5917 -1.4247 -3.2986  0.101
O: 1.9674 -2.6736 -4.0416  -0.768
C: 0.0712 -1.0540 -3.7896  -0.251
N: -0.1107 0.4613 -3.6689  -0.829
C: 1.6896 0.6313 -0.6149  0.726
O: 2.9414 0.7332 -0.1190  -0.746
O: 0.9949 1.8649 -1.1088  -0.835
P: -0.3548 -2.6669 0.9435  1.257
O: -1.6897 -2.5260 -0.1887  -1.009
Cl: 0.4984 -4.5977 0.4560  -0.394
H: 1.5304 0.1841 2.2100  0.245
H: 0.0487 -0.8764 2.6896  0.201
H: -0.2465 0.4808 1.4155  0.227
H: -0.2062 -0.5626 -1.0573  0.214
H: 2.8896 -1.6013 -1.4295  0.248
H: 1.5633 -2.9313 -1.5816  0.216
H: 2.3553 -0.6042 -3.6894  0.199
H: 2.7651 -3.1070 -3.5770  0.464
H: -0.7800 -1.6688 -3.2724  0.184
H: -0.0277 -1.2835 -4.9569  0.190
H: -0.8367 0.6728 -2.9338  0.371
H: -0.5104 0.8212 -4.5841  0.343
H: -1.7218 -3.3277 -0.8126  0.499
C: -1.3777 3.4829 3.0311  -0.136
C: -2.2581 2.2864 3.1537  0.446
O: -2.1750 1.9549 4.5212  -0.481
C: -1.9392 3.1359 5.1586  0.960
O: -2.0764 3.3052 6.3588  -0.576
O: -1.5373 4.1110 4.2873  -0.477
F: -1.7686 1.2518 2.4342  -0.317
H: -0.3241 3.2208 2.8877  0.222
H: -1.6879 4.1460 2.2190  0.213
H: -3.3033 2.4684 2.8818  0.150

Calculated values
Charge = -1
Relative energy (zero: lowest compared OMol25 entry of this formula, charge and spin) = 470.99 kJ/mol

***

[4]
The following is a DFT calculation (ωB97M-V/def2-TZVPD) of a molecular structure, C9H16IN4P at a distorted geometry.

Last column: natural (NBO) charge in e.
Geometry (Å):
C: -5.8329 -3.5318 1.3261  -0.038
C: 5.9608 4.7445 -1.6764  -0.048
C: -4.8559 -4.5249 1.3011  -0.063
C: 5.1043 5.7804 -1.6877  -0.051
C: -7.0569 -2.0013 0.1293  0.092
C: -3.2816 -3.3892 0.1851  -0.629
C: 6.2084 5.9447 0.2222  0.260
C: 7.7350 4.0297 0.0981  -0.420
C: -3.1395 -5.7838 -0.0497  -0.427
N: -5.9508 -2.5769 0.4129  -0.465
N: 6.6246 4.8293 -0.3940  -0.277
N: 5.2584 6.4675 -0.5232  -0.465
N: -4.0556 -4.6109 0.1577  -0.416
P: -3.9978 -2.0494 -0.6342  0.619
I: -2.7928 -0.1340 0.0686  -0.003
H: -6.3052 -3.2079 2.2600  0.239
H: 6.1901 4.0537 -2.4973  0.274
H: -4.5563 -5.1563 2.1340  0.259
H: 4.2816 5.9033 -2.4797  0.283
H: -7.9215 -2.4679 0.4890  0.189
H: -7.0650 -1.0834 -0.3757  0.207
H: -2.5177 -3.2964 0.8889  0.241
H: 6.4273 6.0885 1.2835  0.261
H: 8.3934 3.5990 -0.6932  0.258
H: 8.2404 4.5476 0.8173  0.229
H: 7.2936 3.1967 0.7773  0.234
H: -2.4814 -6.1107 0.7697  0.252
H: -3.7379 -6.7380 -0.3679  0.248
H: -2.4737 -5.3983 -0.8364  0.248
H: 4.9071 7.4108 -0.3555  0.461
H: -4.6025 -4.5345 -0.7496  0.446

Calculated values
Charge = +2
DFT total energy = -1209.93659 Ha